Entry 1:
ORCA calculation (the ωB97M-V functional and the def2-TZVPD basis) on an isolated molecule of C3H12N4 in a non-equilibrium geometry.

Structure (ORCA input):
```
! wB97M-V def2-TZVPD RIJCOSX def2/J DEFGRID3
* xyz 0 1
C 1.3380 -0.2153 0.3746
C -1.7572 1.1117 -0.5676
C -1.7136 -1.0755 0.4228
N -0.9700 0.1408 0.1629
N 0.3209 -0.1214 -0.6219
N 2.4970 -0.8679 -0.4492
N 1.6852 1.0508 0.9165
H 0.2316 -0.9963 -1.1386
H 1.1428 -0.9138 1.2020
H 2.5934 -0.5014 -1.3938
H 3.3941 -0.6340 -0.0341
H 1.0663 1.3242 1.6681
H 1.7821 1.7556 0.1941
H -2.6191 1.4029 0.0356
H -1.1426 1.9932 -0.7435
H -2.1206 0.7260 -1.5318
H -2.0564 -1.5646 -0.5038
H -1.0842 -1.7738 0.9751
H -2.5875 -0.8413 1.0328
*
```

SMILES string = CN(C)NC(N)N
Total energy = -340.4705 a.u.
Energy relative to the best compared isomer or geometry (same formula, charge and spin) = 37.6 kcal/mol


Entry 2:
ORCA calculation (the ωB97M-V functional and the def2-TZVPD basis) on a structure of composition C4H7CaO2 in a non-equilibrium geometry.

Structure (ORCA input):
```
! wB97M-V def2-TZVPD RIJCOSX def2/J DEFGRID3
* xyz -1 1
O 1.3610 2.1610 0.6330
C 1.6736 0.9480 0.0882
C 0.5958 0.4438 -0.8955
C -0.7747 0.3355 -0.2180
C -1.1063 -1.0190 0.2568
O -2.1248 -1.3022 0.8817
Ca -2.7875 -3.3427 1.9913
H -0.7963 0.9772 0.6839
H 1.7996 0.1435 0.8625
H 2.6322 0.9587 -0.4925
H 0.9142 -0.5053 -1.3588
H 0.5164 1.1717 -1.7186
H -1.5748 0.8294 -0.8345
H -0.3283 -1.7995 0.1205
*
```

Total energy = -984.6225 a.u.


Entry 3:
ORCA calculation (the ωB97M-V functional and the def2-TZVPD basis) on a structure of composition CHF3O3STl in a non-equilibrium geometry.

Structure (ORCA input):
```
! wB97M-V def2-TZVPD RIJCOSX def2/J DEFGRID3
* xyz -1 1
S -0.4731 -1.1601 0.8784
O 0.2022 -1.8411 2.0568
O -1.4527 -0.1520 1.5525
C 0.8480 -0.0409 0.1296
F 1.2674 -0.4395 -1.1438
F 0.1967 0.9108 -3.1961
Tl -3.2769 0.3951 1.0600
O 0.4914 1.2689 0.1128
H 0.1851 1.4676 -2.2829
F 2.0121 -0.4088 0.8329
*
```

Total energy = -1134.7059 a.u.
Energy relative to the best compared isomer or geometry (same formula, charge and spin) = 15.7 kcal/mol


Entry 4:
ORCA calculation (the ωB97M-V functional and the def2-TZVPD basis) on an isolated molecule of C3H4ClNS2 in a non-equilibrium geometry.

Structure (ORCA input):
```
! wB97M-V def2-TZVPD RIJCOSX def2/J DEFGRID3
* xyz 0 1
C 0.3281 -1.4224 -0.5057
C 1.4276 -1.3212 0.0762
C -0.9391 -0.3020 -0.3883
N -0.5369 1.0284 -0.1040
S 0.6302 1.7868 -0.9882
S -0.6946 1.4248 1.5398
Cl 2.6209 -0.8762 1.1307
H 0.1330 -2.1527 -1.1870
H -1.2919 -0.3623 -1.3867
H -1.5709 -0.5388 0.5577
H -0.1063 2.7356 1.2554
*
```

Total energy = -1427.8249 a.u.
Energy relative to the best compared isomer or geometry (same formula, charge and spin) = 123.2 kcal/mol


Entry 5:
ORCA calculation (the ωB97M-V functional and the def2-TZVPD basis) on an isolated molecule of C4H8O3.

Structure (ORCA input):
```
! wB97M-V def2-TZVPD RIJCOSX def2/J DEFGRID3
* xyz 0 1
C 2.1512 0.7695 -0.8683
O 1.9175 0.6913 0.5204
C 0.9711 -0.2765 0.8508
C -0.4476 0.1355 0.4706
O -0.8328 1.2729 0.3700
O -1.2288 -0.9417 0.2896
C -2.5957 -0.6497 -0.0118
H 2.9085 1.5404 -1.0249
H 1.2429 1.0511 -1.4190
H 2.5296 -0.1870 -1.2634
H 1.1990 -1.2551 0.4028
H 0.9915 -0.3907 1.9412
H -3.1098 -0.2873 0.8823
H -2.6628 0.1156 -0.7881
H -3.0339 -1.5882 -0.3523
*
```

SMILES string = COCC(=O)OC
Total energy = -382.9126 a.u.
Energy relative to the best compared isomer or geometry (same formula, charge and spin) = 32.8 kcal/mol


Entry 6:
ORCA calculation (the ωB97M-V functional and the def2-TZVPD basis) on a structure of composition C4H3NO4Yb in a non-equilibrium geometry.

Structure (ORCA input):
```
! wB97M-V def2-TZVPD RIJCOSX def2/J DEFGRID3
* xyz 3 2
O 2.1881 1.1600 -2.2455
C 1.2454 0.8450 -1.6203
Yb -0.9921 0.5303 -0.2802
O 2.6187 -2.4982 0.7432
C 1.7515 -1.8084 0.4597
C -1.3206 -0.7770 -2.5076
O -1.5996 -1.2725 -3.5149
C -1.6948 -1.6999 0.8852
O -2.2072 -2.6042 1.3839
N -0.0802 1.8524 1.4894
H 0.3643 1.3459 2.2721
H -0.8896 2.3871 1.8316
H 0.6162 2.5395 1.1032
*
```

Total energy = -1667.3545 a.u.
Energy relative to the best compared isomer or geometry (same formula, charge and spin) = 0.0 kcal/mol


Entry 7:
ORCA calculation (the ωB97M-V functional and the def2-TZVPD basis) on a cluster of 2 separate species, C2H10NOS in total in a non-equilibrium geometry.

Structure (ORCA input):
```
! wB97M-V def2-TZVPD RIJCOSX def2/J DEFGRID3
* xyz 1 1
C 0.1667 0.7891 -0.6312
C 1.1442 -0.1998 -0.0549
S 0.3889 -1.3220 1.1536
N 0.8791 1.7787 -1.5929
H -0.3842 1.3829 0.0826
H -0.6026 0.2792 -1.1795
H 1.9295 0.3013 0.5286
H 1.7500 -0.7101 -0.7853
H -0.3215 -1.9620 0.2120
H 0.4208 1.8021 -2.4943
H 1.8882 1.6176 -1.6134
H 0.8909 2.6485 -1.0574
H -2.8885 0.3649 0.9760
H -2.7722 -0.8652 -0.0971
O -2.4647 -0.0052 0.1989
*
```

Total energy = -610.1063 a.u.
Energy relative to the best compared isomer or geometry (same formula, charge and spin) = 19.5 kcal/mol


Entry 8:
ORCA calculation (the ωB97M-V functional and the def2-TZVPD basis) on a cluster of 3 separate species, C5H8N2 in total.

Structure (ORCA input):
```
! wB97M-V def2-TZVPD RIJCOSX def2/J DEFGRID3
* xyz 0 1
C 2.1717 0.1689 0.2673
N 0.8814 -0.1240 0.2422
C 0.3050 -1.4160 0.3709
C -1.0292 -1.2430 0.3759
C -1.2731 0.1826 0.0998
N -2.5418 0.6995 -0.0963
C -0.0843 0.8558 0.0001
H 1.8261 1.4610 -1.1787
H 2.4921 1.1163 0.6764
H 2.8867 -0.6462 0.1912
H 0.9213 -2.2786 0.5879
H -1.7760 -2.0249 0.4508
H -3.2165 0.0572 -0.4893
H -2.5389 1.5941 -0.5690
H 0.9756 1.5974 -0.9291
*
```

Total energy = -304.6266 a.u.
Energy relative to the best compared isomer or geometry (same formula, charge and spin) = 131.1 kcal/mol


Entry 9:
ORCA calculation (the ωB97M-V functional and the def2-TZVPD basis) on a structure of composition C5H8Br2F5NO2RbS2Te in a non-equilibrium geometry.

Structure (ORCA input):
```
! wB97M-V def2-TZVPD RIJCOSX def2/J DEFGRID3
* xyz -1 1
Rb -0.0345 -0.2049 -0.0071
Br -3.7551 1.3547 0.7923
C -4.0878 3.1492 1.3558
Br -2.4906 4.1136 1.8478
H -4.7266 3.1069 2.2247
H -4.5527 3.6748 0.5357
C 2.9784 3.5331 0.9007
C 1.6578 2.9140 0.7798
N 0.6325 2.4092 0.6826
H 3.0342 4.4128 0.2612
H 3.7394 2.8167 0.5988
H 3.1563 3.8232 1.9337
C -1.7561 -4.5603 -2.1443
O -1.8262 -3.4312 -1.2808
C -3.0495 -2.9579 -0.9087
S -4.4463 -3.6826 -1.4662
S -2.9283 -1.6826 0.2180
H -0.6946 -4.7816 -2.2383
H -2.1879 -4.3359 -3.1189
H -2.2902 -5.4110 -1.7256
F 3.1702 0.5272 1.5294
Te 3.2999 -0.5311 -0.0074
F 4.8970 0.3560 -0.3484
F 3.7183 -1.8638 -1.2243
F 4.3686 -1.5772 1.1022
F 1.9272 -1.5920 0.7737
O 2.2465 0.4206 -1.0661
*
```

Total energy = -7136.5298 a.u.


Entry 10:
ORCA calculation (the ωB97M-V functional and the def2-TZVPD basis) on an isolated molecule of C12H10 in a non-equilibrium geometry.

Structure (ORCA input):
```
! wB97M-V def2-TZVPD RIJCOSX def2/J DEFGRID3
* xyz 0 1
C 1.3649 3.2921 -0.4097
C 1.8838 2.3805 0.4625
C 1.3745 1.0780 0.6862
C 0.2272 0.7701 -0.0670
C -0.3959 1.5744 -0.9463
C 0.1613 2.8514 -1.1727
C -0.2848 -0.6661 0.1159
C -1.5201 -0.9134 0.7263
C -1.9898 -2.2102 0.8584
C -1.3459 -3.2913 0.2784
C -0.1429 -3.1324 -0.3224
C 0.3128 -1.7056 -0.5419
H 1.9055 4.2061 -0.4910
H 2.8802 2.7223 1.0370
H 1.8468 0.2342 1.4766
H -1.0877 1.2126 -1.2805
H -0.4967 3.6490 -1.9028
H -1.9179 0.0572 1.2114
H -2.9707 -2.3345 1.4356
H -1.7438 -4.2399 0.3378
H 0.3760 -3.9254 -0.6520
H 1.5633 -1.6091 -0.8396
*
```

SMILES string = c1ccc(-c2ccccc2)cc1
Total energy = -463.1037 a.u.
Energy relative to the best compared isomer or geometry (same formula, charge and spin) = 91.4 kcal/mol


Number 10 is which compound? C12H10